1) This record from the OMol25 dataset describes C8H16O2Si in the gas phase. The level of theory is the ωB97M-V functional and the def2-TZVPD basis.

Each atom is followed by the atoms it is bonded to, with distances in Å.
Positions of all 27 atoms, in Å:
1 C -2.1849 -1.6878 -0.3089  Si2 1.953, H12 1.071, H13 1.086, H14 1.026
2 Si -1.0725 -0.1246 0.0568  C1 1.953, C3 1.951, C4 1.902, C5 1.908
3 C -1.6552 1.4859 -0.8774  Si2 1.951, H15 1.092, H16 1.046, H17 1.103
4 C -1.2091 0.2731 1.9112  Si2 1.902, H18 1.110, H19 1.115, H20 1.131
5 C 0.4596 -0.5369 -1.0030  Si2 1.908, C6 1.312, C7 1.664
6 C 1.3843 -0.4523 -1.9296  C5 1.312, C7 1.441, H21 1.142
7 C 2.0368 -0.1066 -0.6918  C5 1.664, C6 1.441, C8 1.486, C10 1.556
8 C 2.8309 -1.0291 0.1613  C7 1.486, O9 1.423, H22 1.127, H23 1.047
9 O 2.0701 -2.0224 0.8386  C8 1.423, H24 0.989
10 C 2.1930 1.4291 -0.4925  C7 1.556, O11 1.510, H25 1.073, H26 1.120
11 O 1.3824 1.9336 0.6772  C10 1.510, H27 1.001
12 H -1.6168 -2.4043 0.2491  C1 1.071
13 H -3.1775 -1.7172 0.1315  C1 1.086
14 H -2.3595 -2.0787 -1.2409  C1 1.026
15 H -1.2092 2.3611 -0.3999  C3 1.092
16 H -1.1421 1.3946 -1.7845  C3 1.046
17 H -2.7292 1.7309 -0.9388  C3 1.103
18 H -2.1327 0.8834 1.9938  C4 1.110
19 H -1.5608 -0.5931 2.5188  C4 1.115
20 H -0.4018 0.6797 2.5905  C4 1.131
21 H 1.5010 -0.5521 -3.0609  C6 1.142
22 H 3.5812 -0.5639 0.8620  C8 1.127
23 H 3.3928 -1.6046 -0.5085  C8 1.047
24 H 1.3219 -1.5075 1.2290  O9 0.989
25 H 1.9008 1.8995 -1.4115  C10 1.073
26 H 3.2116 1.7390 -0.1449  C10 1.120
27 H 1.8162 2.0324 1.5734  O11 1.001

The HOMO-LUMO gap comes out at 9.74 eV. The SMILES is C[Si](C)(C)C1=CC1(CO)CO.

***

2) This record from the OMol25 dataset describes C8H16O2Si in the gas phase. The level of theory is the ωB97M-V functional and the def2-TZVPD basis.

Each atom is followed by the atoms it is bonded to, with distances in Å.
Positions of all 27 atoms, in Å:
1 C 1.3827 -2.1094 2.1305  C2 1.482, H12 1.151, H13 1.119, H14 1.082
2 C 0.8041 -0.9183 2.7962  C1 1.482, O3 1.424, H15 1.131, H16 1.118
3 O -0.2890 -0.3632 2.0725  C2 1.424, Si4 1.662
4 Si -0.2303 0.0561 0.4656  O3 1.662, O5 1.722, C8 1.879, C11 1.918
5 O -0.7870 -1.1634 -0.6159  Si4 1.722, C6 1.398
6 C -0.9398 -0.7355 -1.9385  O5 1.398, C7 1.504, H17 1.127, H18 1.090
7 C -2.3393 -0.3563 -2.3393  C6 1.504, H19 1.091, H20 1.095, H21 1.075
8 C -0.8786 1.8155 0.3382  Si4 1.879, C9 1.542, H22 1.043, H23 1.005
9 C 0.0084 2.3852 -0.7877  C8 1.542, C10 1.342, H24 1.054
10 C 1.2131 1.8083 -0.9217  C9 1.342, C11 1.483, H25 1.090
11 C 1.5155 0.6026 -0.1119  Si4 1.918, C10 1.483, H26 1.193, H27 1.109
12 H 0.6474 -2.9805 2.2896  C1 1.151
13 H 1.6638 -1.9950 1.0531  C1 1.119
14 H 2.2593 -2.4808 2.6440  C1 1.082
15 H 1.5196 -0.0959 3.0979  C2 1.131
16 H 0.3092 -1.2407 3.7456  C2 1.118
17 H -0.5866 -1.5966 -2.5744  C6 1.127
18 H -0.2374 0.0450 -2.2327  C6 1.090
19 H -2.9471 -1.2241 -2.5991  C7 1.091
20 H -2.3743 0.3098 -3.2078  C7 1.095
21 H -2.8679 0.2099 -1.5935  C7 1.075
22 H -1.8783 1.7045 0.0620  C8 1.043
23 H -0.7494 2.2842 1.2175  C8 1.005
24 H -0.2460 3.1892 -1.4200  C9 1.054
25 H 1.8498 2.0705 -1.7662  C10 1.090
26 H 2.2461 -0.1635 -0.6625  C11 1.193
27 H 1.9320 0.9427 0.8583  C11 1.109

The HOMO-LUMO gap comes out at 9.89 eV. The SMILES is CCO[Si]1(OCC)CC=CC1.

***

Ordering by calculated energy gives the sequence 2), 1), with the first entry being the most stable.

***

1) This record from the OMol25 dataset describes C4H6ClF in the gas phase. The level of theory is the ωB97M-V functional and the def2-TZVPD basis.

Each atom is followed by the atoms it is bonded to, with distances in Å.
Positions of all 12 atoms, in Å:
1 C -0.7082 1.2487 -0.4179  C2 1.534, H7 1.081, H8 1.125, H9 1.103
2 C -0.1011 -0.0642 0.0921  C1 1.534, C3 1.317, C5 1.495
3 C -0.8260 -1.1532 -0.0573  C2 1.317, F4 1.301, H10 1.082
4 F -2.0025 -1.1306 -0.6129  C3 1.301
5 C 1.2615 -0.3233 0.6505  C2 1.495, Cl6 1.776, H11 1.041, H12 1.117
6 Cl 2.4083 -0.5457 -0.6867  C5 1.776
7 H -0.4716 1.8730 0.4318  C1 1.081
8 H -0.2015 1.7032 -1.3131  C1 1.125
9 H -1.7806 1.2443 -0.6772  C1 1.103
10 H -0.5430 -2.1752 0.1572  C3 1.082
11 H 1.5605 0.5466 1.1377  C5 1.041
12 H 1.4041 -1.2235 1.2958  C5 1.117

The HOMO-LUMO gap comes out at 10.37 eV. The SMILES is C/C(=C\F)CCl.

***

2) This record from the OMol25 dataset describes C4H6ClF in the gas phase. The level of theory is the ωB97M-V functional and the def2-TZVPD basis.

Each atom is followed by the atoms it is bonded to, with distances in Å.
Positions of all 12 atoms, in Å:
1 C 0.4445 1.4019 0.4495  C2 1.585, H7 1.167, H8 1.220, H9 1.230
2 C -0.1852 -0.0303 0.1977  C1 1.585, Cl3 1.683, C4 1.457, C5 1.428
3 Cl -1.8166 0.0292 -0.2125  C2 1.683
4 C 0.4891 -1.1673 0.8096  C2 1.457, C5 1.490, H10 0.999, H11 1.120
5 C 0.8630 -0.6596 -0.5401  C2 1.428, C4 1.490, F6 1.376, H12 1.250
6 F 1.9376 0.1957 -0.4532  C5 1.376
7 H 0.1998 1.6421 1.5648  C1 1.167
8 H 1.6389 1.4128 0.1989  C1 1.220
9 H 0.0667 2.0035 -0.5550  C1 1.230
10 H 1.2102 -1.0553 1.4916  C4 0.999
11 H -0.3284 -1.9322 0.8496  C4 1.120
12 H 0.9886 -1.5958 -1.3591  C5 1.250

The HOMO-LUMO gap comes out at 11.11 eV. The SMILES is C[C@]1(Cl)C[C@@H]1F.

***

3) This record from the OMol25 dataset describes C4H6ClF in the gas phase. The level of theory is the ωB97M-V functional and the def2-TZVPD basis.

Each atom is followed by the atoms it is bonded to, with distances in Å.
Positions of all 12 atoms, in Å:
1 C 1.2657 1.4962 -0.0997  C2 1.316, H7 1.147, H8 1.092
2 C 1.0000 0.2080 -0.0651  C1 1.316, F3 1.348, C4 1.538
3 F 1.8036 -0.5628 -0.8257  C2 1.348
4 C -0.0828 -0.6449 0.6183  C2 1.538, C5 1.544, H9 1.102, H10 1.119
5 C -1.2786 -0.8851 -0.3284  C4 1.544, Cl6 1.847, H11 1.075, H12 1.123
6 Cl -2.4885 0.5083 -0.3927  C5 1.847
7 H 0.6012 2.2269 0.4839  C1 1.147
8 H 2.1558 1.9347 -0.5561  C1 1.092
9 H 0.3886 -1.5362 1.0622  C4 1.102
10 H -0.4104 0.0334 1.4454  C4 1.119
11 H -1.8814 -1.6816 0.0695  C5 1.075
12 H -1.0732 -1.0968 -1.4116  C5 1.123

The HOMO-LUMO gap comes out at 10.80 eV. The SMILES is C=C(F)CCCl.

***

Ordering by calculated energy gives the sequence 3), 1), 2), with the first entry being the most stable.

***

1) This record from the OMol25 dataset describes 2 unconnected molecules or ions with the total composition C6H15ClNO2. The level of theory is the ωB97M-V functional and the def2-TZVPD basis.

Each atom is followed by the atoms it is bonded to, with distances in Å.
Positions of all 25 atoms, in Å:
1 Cl -0.0527 -3.4134 -4.3914  no bonds
2 C -0.7960 3.5644 -3.1648  O3 1.417, H11 1.090, H12 1.090, H13 1.090
3 O -0.1186 3.1193 -2.0026  C2 1.417, C4 1.446
4 C -0.5032 1.7472 -1.7551  O3 1.446, C5 1.510, H14 1.090, H15 1.090
5 C 0.0873 1.1927 -0.4802  C4 1.510, N6 1.483, H16 1.090, H17 1.090
6 N -0.3407 -0.0963 0.1166  C5 1.483, C7 1.457, H18 1.010
7 C 0.6672 -0.6313 1.0232  N6 1.457, C8 1.531, H19 1.090, H20 1.090
8 C 0.1465 -1.8251 1.8276  C7 1.531, O9 1.422, H21 1.090, H22 1.090
9 O 1.0978 -2.1072 2.8459  C8 1.422, C10 1.414
10 C 0.6232 -3.0463 3.7904  O9 1.414, H23 1.090, H24 1.090, H25 1.090
11 H -0.4076 3.1547 -4.0973  C2 1.090
12 H -0.7812 4.6526 -3.2239  C2 1.090
13 H -1.8682 3.3849 -3.0859  C2 1.090
14 H -0.1487 1.1115 -2.5665  C4 1.090
15 H -1.5908 1.7294 -1.6856  C4 1.090
16 H 0.1635 1.9477 0.3022  C5 1.090
17 H 1.1289 1.0381 -0.7617  C5 1.090
18 H -0.4260 -0.7429 -0.6546  N6 1.010
19 H 0.7798 0.1204 1.8044  C7 1.090
20 H 1.5731 -0.9560 0.5113  C7 1.090
21 H -0.1181 -2.6591 1.1777  C8 1.090
22 H -0.7827 -1.5786 2.3413  C8 1.090
23 H -0.0588 -2.5755 4.4984  C10 1.090
24 H 1.5266 -3.2324 4.3711  C10 1.090
25 H 0.1995 -3.8989 3.2595  C10 1.090

The HOMO-LUMO gap comes out at 6.49 eV. The total charge is -1.

***

2) This record from the OMol25 dataset describes 2 unconnected molecules or ions with the total composition C6H15ClNO2. The level of theory is the ωB97M-V functional and the def2-TZVPD basis.

Each atom is followed by the atoms it is bonded to, with distances in Å.
Positions of all 25 atoms, in Å:
1 Cl 14.9062 23.8940 -11.3879  no bonds
2 C 13.9266 22.5302 -16.3767  O3 1.412, H11 1.090, H12 1.090, H13 1.090
3 O 14.0342 23.2783 -15.1846  C2 1.412, C4 1.421
4 C 12.8980 24.1173 -15.0304  O3 1.421, C5 1.620, H14 1.090, H15 1.090
5 C 12.8529 24.8938 -13.6098  C4 1.620, N6 1.466, H16 1.090, H17 1.090
6 N 13.9809 25.8258 -13.5227  C5 1.466, C7 1.480, H18 1.010
7 C 13.8024 26.5628 -12.2514  N6 1.480, C8 1.620, H19 1.090, H20 1.090
8 C 15.1259 27.4775 -12.0604  C7 1.620, O9 1.465, H21 1.090, H22 1.090
9 O 16.3406 26.7033 -12.3291  C8 1.465, C10 1.447
10 C 17.4838 27.5480 -12.0577  O9 1.447, H23 1.090, H24 1.090, H25 1.090
11 H 14.6317 21.7007 -16.4296  C2 1.090
12 H 14.2727 23.1900 -17.1723  C2 1.090
13 H 12.9234 22.1424 -16.5539  C2 1.090
14 H 12.0122 23.4845 -15.0860  C4 1.090
15 H 12.8229 24.8671 -15.8180  C4 1.090
16 H 12.9696 24.1618 -12.8107  C5 1.090
17 H 11.8755 25.3674 -13.5182  C5 1.090
18 H 13.7996 26.5171 -14.2365  N6 1.010
19 H 13.6518 25.9544 -11.3595  C7 1.090
20 H 12.9215 27.1965 -12.3540  C7 1.090
21 H 15.1422 27.9600 -11.0831  C8 1.090
22 H 15.0338 28.2889 -12.7823  C8 1.090
23 H 17.5453 28.4740 -12.6294  C10 1.090
24 H 18.2987 26.8582 -12.2774  C10 1.090
25 H 17.5714 27.7908 -10.9987  C10 1.090

The HOMO-LUMO gap comes out at 6.74 eV. The total charge is -1.

***

Ordering by calculated energy gives the sequence 1), 2), with the first entry being the most stable.

***

1) This record from the OMol25 dataset describes 2 unconnected molecules or ions with the total composition C2H9N2. The level of theory is the ωB97M-V functional and the def2-TZVPD basis.

Each atom is followed by the atoms it is bonded to, with distances in Å.
Positions of all 13 atoms, in Å:
1 C 0.9501 -3.6029 2.9900  H2 1.106, H3 1.117, H4 1.156, H5 1.166
2 H 1.8155 -3.0831 2.5374  C1 1.106
3 H 1.2959 -4.3243 3.7689  C1 1.117
4 H 0.0480 -3.1184 3.5265  C1 1.156
5 H 0.3224 -3.9237 2.0612  C1 1.166
6 N -0.4666 3.1554 -2.6283  C7 1.317, H9 1.004, H10 1.012
7 C -0.9705 2.1622 -1.9249  N6 1.317, N8 1.306, H11 1.084
8 N -0.2618 1.3499 -1.1884  C7 1.306, H12 1.005, H13 1.005
9 H 0.4533 3.5156 -2.4483  N6 1.004
10 H -1.1324 3.6246 -3.2295  N6 1.012
11 H -2.0526 2.1042 -1.9007  C7 1.084
12 H -0.7305 0.7430 -0.5386  N8 1.005
13 H 0.7292 1.3974 -1.0253  N8 1.005

As for the expectation value of S²: 0.75. The HOMO-LUMO gap (spin up / spin down) comes out at 12.08 / 3.66 eV. Its multiplicity is 2. The total charge is +2.

***

2) This record from the OMol25 dataset describes 2 unconnected molecules or ions with the total composition C2H9N2. The level of theory is the ωB97M-V functional and the def2-TZVPD basis.

Each atom is followed by the atoms it is bonded to, with distances in Å.
Positions of all 13 atoms, in Å:
1 N 0.9122 -1.8991 -0.5368  H2 1.031, H3 1.027, H4 1.049, H5 1.025
2 H 0.3979 -2.7774 -0.3736  N1 1.031
3 H 1.3718 -1.8308 0.3793  N1 1.027
4 H 0.3546 -1.0357 -0.7488  N1 1.049
5 H 1.5913 -2.1042 -1.2771  N1 1.025
6 C -0.1760 1.5325 1.4210  C7 1.393, H9 1.090, H10 1.090
7 C -0.9571 0.9080 0.4509  C6 1.393, N8 1.382, H11 1.094
8 N -0.4735 0.7092 -0.8289  C7 1.382, H12 1.025, H13 1.030
9 H 0.6837 2.1293 1.1154  C6 1.090
10 H -0.3316 1.3399 2.4820  C6 1.090
11 H -2.0483 0.8841 0.5236  C7 1.094
12 H -1.2637 0.5459 -1.4603  N8 1.025
13 H -0.0614 1.5984 -1.1468  N8 1.030

As for the expectation value of S²: 0.75. The HOMO-LUMO gap (spin up / spin down) comes out at 10.86 / 9.80 eV. Its multiplicity is 2. The total charge is +2.

***

Ordering by calculated energy gives the sequence 2), 1), with the first entry being the most stable.